# 1
Here is a molecular structure, C16H24Cl6CsO9 at a distorted geometry from the OMol25 dataset. Energies are from ωB97M-V/def2-TZVPD.

## Properties
HOMO level: -5.288 eV
DFT total energy: -4082.66899 Ha
Strongest force on any atom: 0.07432 Eh/bohr
LUMO level: 1.46 eV

Geometry as ORCA input:
```
! RIJCOSX wB97M-V def2-TZVPD def2/J DEFGRID3
* xyz -1 1
Cs -2.9273 1.9575 -0.5962
C -0.9224 -0.3010 -0.5787
O -1.1581 0.4067 -1.6634
O -0.3478 -1.3731 -0.5168
O -1.3798 0.2925 0.5397
C -3.3452 -2.3888 -0.0915
Cl -3.9121 -2.9915 1.5111
Cl -4.6404 -2.5350 -1.2769
H -3.0282 -1.3592 0.0839
H -2.5398 -2.9662 -0.3733
C -0.3477 2.7483 -3.3283
Cl -1.9419 3.2631 -3.8460
Cl 0.8896 2.8999 -4.6499
H -0.0548 3.4522 -2.5695
H -0.4303 1.7343 -2.9940
C 0.8333 -4.4557 -0.3196
Cl -0.6870 -5.0707 0.1982
Cl 1.9981 -4.8011 0.9939
H 1.1767 -4.9862 -1.2302
H 0.9430 -3.3926 -0.4431
O 0.8665 1.4133 4.0232
C 0.8611 0.3460 3.4625
O 1.9382 -0.2042 2.9334
C 1.5388 -1.2898 2.0004
C 0.2266 -1.8361 2.6293
C -0.3174 -0.5498 3.2826
H 2.2893 -2.0216 1.9243
H 1.1751 -0.8857 1.0479
H 0.4802 -2.6762 3.2880
H -0.4942 -2.2171 1.8738
H -0.7585 -0.7456 4.2283
H -0.9857 -0.0689 2.5505
O 1.5224 5.7430 1.2623
C 0.7486 5.0028 1.7958
O 0.2177 5.2411 3.0540
C -0.5956 4.1915 3.4202
C -0.9832 3.4469 2.1616
C 0.1555 3.7792 1.2100
H -1.4711 4.6024 3.9051
H 0.0878 3.5958 4.0661
H -1.9659 3.9290 1.8748
H -1.0831 2.3614 2.2371
H -0.1551 3.9445 0.1610
H 1.0096 3.0920 1.1449
O 2.4723 -3.9072 -2.7162
C 2.0095 -2.8084 -2.7630
O 2.6096 -1.6887 -2.2439
C 2.0244 -0.4646 -2.7106
C 1.1127 -0.9274 -3.9075
C 0.7393 -2.3601 -3.4254
H 2.8320 0.2751 -2.8757
H 1.3765 0.0008 -1.9609
H 1.7332 -0.8744 -4.7996
H 0.2437 -0.3016 -4.0586
H 0.4106 -3.0014 -4.2326
H -0.0490 -2.2697 -2.6924
*
```

Charges in e, computed with Mulliken, in the same order as the atoms: 1.074, 0.305, -1.151, -0.100, -1.054, 1.005, -0.223, -0.226, -0.242, -0.373, 0.632, -0.202, -0.208, 0.096, -0.336, 0.817, -0.172, -0.236, 0.361, -0.719, -0.647, 0.434, -0.443, 0.221, -0.189, -0.027, 0.442, -0.327, 0.401, -0.116, 0.536, -0.370, -0.609, 0.240, -0.384, -0.368, 0.122, 0.346, 0.316, 0.235, 0.187, -0.267, 0.010, 0.168, -0.647, 0.421, -0.389, 0.178, -0.505, 0.070, 0.348, -0.262, 0.271, 0.227, 0.436, -0.109

=====

# 2
Here is 9 unconnected molecules or ions with the total composition C16H24Cl9N5O3 at a distorted geometry from the OMol25 dataset. Energies are from ωB97M-V/def2-TZVPD.

## Properties
HOMO level: -10.357 eV
DFT total energy: -5265.23321 Ha
Strongest force on any atom: 0.02723 Eh/bohr
LUMO level: 0.08 eV
Energy above the lowest of the compared OMol25 structures with the same formula, charge and spin: 0.00 kJ/mol

Geometry as ORCA input:
```
! RIJCOSX wB97M-V def2-TZVPD def2/J DEFGRID3
* xyz 0 1
C 2.1941 1.1851 -1.5058
O 2.1995 0.3157 -0.3824
C 1.0255 -0.1573 0.0491
O -0.0391 -0.0335 -0.5168
O 1.2653 -0.7910 1.1693
C 0.2009 -1.2687 2.0024
H 1.5283 2.0343 -1.3518
H 2.0377 0.6815 -2.4592
H 3.2080 1.5812 -1.5487
H 0.5321 -2.0064 2.7281
H -0.5740 -1.7377 1.3969
H -0.2253 -0.4048 2.5045
Cl -4.2614 0.6726 5.0367
C -3.0961 0.4412 3.7577
Cl -2.7165 -1.2609 3.5219
Cl -1.6085 1.3067 4.1808
H -3.4289 0.7852 2.7842
Cl -0.9861 -3.9476 -2.8449
C -1.9816 -2.6776 -2.1354
Cl -1.9056 -2.7232 -0.3855
Cl -3.6634 -2.8172 -2.6947
H -1.6396 -1.7370 -2.5514
Cl 5.5381 -0.6955 3.1387
C 3.7694 -0.9588 3.4414
Cl 3.0281 0.5092 4.0908
Cl 3.5540 -2.2715 4.5700
H 3.3564 -1.1371 2.4558
C -3.2964 0.3638 -0.6830
C -3.5670 1.3850 0.3256
N -3.7622 2.2052 1.1023
H -3.2920 -0.6479 -0.2889
H -2.3670 0.5971 -1.1962
H -4.1163 0.3458 -1.4048
C -1.8202 -4.7616 5.4243
C -0.6107 -4.0516 5.0092
N 0.3523 -3.5115 4.6902
H -1.7155 -5.7655 5.0150
H -2.7193 -4.2712 5.0609
H -1.8163 -4.7615 6.5134
C -0.0469 3.1273 1.0996
C 1.3711 3.3395 1.4361
N 2.4850 3.5171 1.6651
H -0.5327 2.4161 1.7689
H -0.2285 2.7322 0.1016
H -0.5429 4.0861 1.2458
C -0.3792 1.9776 -4.3283
C -1.1639 2.6882 -3.3225
N -1.7556 3.2307 -2.4986
H 0.5998 2.4545 -4.3378
H -0.8936 2.1999 -5.2663
H -0.3308 0.9058 -4.1674
C 3.8751 1.3639 -7.3623
C 3.6323 0.9341 -5.9918
N 3.4728 0.6317 -4.8966
H 4.3915 0.5762 -7.9115
H 4.5275 2.2347 -7.3794
H 2.9381 1.5715 -7.8744
*
```

Charges in e, computed with natural (NBO), in the same order as the atoms: -0.260, -0.490, 1.003, -0.691, -0.504, -0.273, 0.183, 0.197, 0.210, 0.232, 0.187, 0.194, 0.038, -0.290, -0.013, 0.007, 0.259, 0.028, -0.285, 0.040, 0.000, 0.231, -0.027, -0.275, 0.017, 0.043, 0.243, -0.744, 0.324, -0.374, 0.261, 0.276, 0.254, -0.718, 0.302, -0.352, 0.255, 0.257, 0.258, -0.735, 0.287, -0.340, 0.259, 0.262, 0.262, -0.721, 0.295, -0.345, 0.261, 0.252, 0.259, -0.724, 0.299, -0.347, 0.258, 0.260, 0.254

=====

# 3
Here is a molecular structure, C16H24F5N2O3PV at a distorted geometry from the OMol25 dataset. Energies are from ωB97M-V/def2-TZVPD.

## Properties
HOMO level (alpha / beta): -9.861 / -10.117 eV
DFT total energy: -2743.63799 Ha
Strongest force on any atom: 0.03096 Eh/bohr
LUMO level (alpha / beta): -3.26 / -3.25 eV
Energy above the lowest of the compared OMol25 structures with the same formula, charge and spin: 20.30 kJ/mol

Geometry as ORCA input:
```
! RIJCOSX wB97M-V def2-TZVPD def2/J DEFGRID3
* xyz 1 3
V -0.7460 0.4439 -0.4860
C -2.7914 -0.5446 2.7630
O -1.5496 0.1566 2.9868
P -0.4260 0.2581 1.8581
O 0.5310 -1.0160 2.1056
C 0.9096 -1.4442 3.4317
O 0.4879 1.4064 2.5108
C -0.0419 2.7494 2.5056
H -3.2937 -0.5839 3.7244
H -2.6062 -1.5575 2.4051
H -3.4021 -0.0026 2.0444
H 0.6910 -2.5059 3.5137
H 0.3581 -0.8954 4.1918
H 1.9762 -1.2718 3.5642
H 0.8072 3.4259 2.5379
H -0.6668 2.8964 3.3842
H -0.6230 2.9320 1.5990
C 3.3403 -1.8481 -1.2671
C 1.8527 -1.5772 -0.9486
N 1.5103 -0.1764 -1.2385
C 2.3221 0.7172 -0.3930
C 3.8280 0.4789 -0.6424
N 3.9462 -0.5528 -1.7258
C 3.2638 -0.0628 -2.9742
C 1.7644 0.1250 -2.6491
H 3.4773 -2.5695 -2.0706
H 3.9051 -2.1792 -0.3977
H 1.6322 -1.7746 0.0982
H 1.2215 -2.2232 -1.5578
H 2.0835 0.5388 0.6536
H 2.0388 1.7400 -0.6306
H 4.3453 0.0894 0.2326
H 4.3445 1.3723 -0.9883
H 4.9316 -0.7073 -1.9305
H 3.4380 -0.8039 -3.7520
H 3.7509 0.8676 -3.2599
H 1.1572 -0.5369 -3.2653
H 1.4395 1.1473 -2.8362
C -0.4747 2.1313 -1.1591
H -0.9524 2.2314 -2.1490
H -0.0660 3.0942 -0.8420
F -3.6509 2.3856 -0.9590
C -3.8313 1.0596 -0.8717
C -2.7684 0.2135 -0.6077
C -3.1070 -1.1181 -0.5367
F -2.0718 -1.9993 -0.2747
C -4.3704 -1.6455 -0.6916
F -4.6126 -2.9541 -0.5976
C -5.4011 -0.7556 -0.9521
F -6.6413 -1.2022 -1.1146
C -5.1302 0.6021 -1.0450
F -6.1295 1.4457 -1.2963
*
```

Charges in e, computed with natural (NBO), in the same order as the atoms: 0.790, -0.257, -0.820, 1.781, -0.846, -0.256, -0.827, -0.263, 0.211, 0.188, 0.204, 0.199, 0.208, 0.187, 0.199, 0.202, 0.205, -0.241, -0.265, -0.443, -0.274, -0.244, -0.330, -0.243, -0.259, 0.234, 0.234, 0.256, 0.232, 0.254, 0.265, 0.231, 0.235, 0.445, 0.235, 0.235, 0.230, 0.263, -0.907, 0.182, 0.181, -0.306, 0.341, -0.557, 0.319, -0.357, 0.248, -0.288, 0.288, -0.278, 0.263, -0.284

=====

# 4
Here is 5 unconnected molecules or ions with the total composition C16H24FO12 at a distorted geometry from the OMol25 dataset. Energies are from ωB97M-V/def2-TZVPD.

## Properties
HOMO level: -6.236 eV
DFT total energy: -1626.74003 Ha
Strongest force on any atom: 0.22107 Eh/bohr
LUMO level: 2.49 eV
Energy above the lowest of the compared OMol25 structures with the same formula, charge and spin: 278.43 kJ/mol

Geometry as ORCA input:
```
! RIJCOSX wB97M-V def2-TZVPD def2/J DEFGRID3
* xyz -1 1
F 0.5817 0.5728 -1.4459
C -1.3993 -3.4859 -1.0821
C -1.7617 -2.0212 -0.8829
C -2.4120 -1.1366 -1.9476
O -3.4823 -0.6559 -1.2942
C -3.6537 -1.0563 -0.0143
O -4.4496 -0.6007 0.7554
O -2.6678 -1.9848 0.1980
H -0.7397 -3.7237 -0.1394
H -0.4674 -3.4470 -1.8684
H -2.2275 -4.0460 -1.3577
H -0.8624 -1.3512 -0.6065
H -2.5547 -1.7908 -2.9050
H -1.7688 -0.5279 -2.1353
C 2.8829 -1.6414 0.5097
C 3.5707 -2.2127 -0.7673
C 3.0844 -1.6299 -2.0602
O 4.3302 -1.5374 -2.7692
C 5.3832 -1.6868 -1.9570
O 6.4947 -1.5122 -2.3245
O 4.9244 -1.8311 -0.6851
H 3.0631 -0.5853 0.5807
H 3.2501 -1.9331 1.5242
H 1.8280 -1.6806 0.5897
H 3.4045 -3.1600 -0.7836
H 2.7873 -0.6686 -1.8298
H 2.2631 -2.1192 -2.4341
C -1.6397 0.0860 3.1638
C -0.2060 -0.3270 2.7190
C 0.7243 0.8562 2.2563
O 1.9848 0.3478 2.7391
C 1.8366 -0.4269 3.7644
O 2.7104 -0.7726 4.5760
O 0.6100 -0.9320 3.6941
H -1.8369 0.3262 4.1525
H -2.4362 -0.6260 3.1485
H -2.0087 0.8758 2.3315
H -0.2243 -1.0275 1.8302
H 0.3927 1.7424 2.6900
H 0.7559 1.1621 1.1613
C -2.3701 2.3042 -0.7352
C -1.4297 3.4103 -0.2722
C -0.4373 3.5898 -1.3175
O -0.7271 4.8988 -1.7251
C -1.7646 5.4427 -0.9843
O -2.2204 6.5208 -1.3511
O -2.1400 4.5854 -0.0540
H -3.1123 2.2514 -1.6002
H -3.0851 2.0868 0.0064
H -1.8958 1.5250 -0.7780
H -1.1038 3.1181 0.8315
H -0.4563 2.8665 -2.0483
H 0.6780 3.5691 -1.0664
*
```

Charges in e, computed with natural (NBO), in the same order as the atoms: -0.976, -0.625, 0.041, -0.045, -0.498, 0.992, -0.586, -0.516, 0.234, 0.214, 0.214, 0.229, 0.146, 0.194, -0.643, 0.080, -0.096, -0.494, 0.975, -0.589, -0.488, 0.234, 0.222, 0.217, 0.153, 0.228, 0.195, -0.649, 0.068, -0.117, -0.487, 0.980, -0.615, -0.500, 0.226, 0.239, 0.219, 0.192, 0.172, 0.267, -0.626, 0.074, -0.105, -0.497, 0.969, -0.609, -0.470, 0.224, 0.207, 0.214, 0.186, 0.231, 0.196

=====

# 5
Here is a molecular structure, C16H24HgN2O at a distorted geometry from the OMol25 dataset. Energies are from ωB97M-V/def2-TZVPD.

## Properties
HOMO level (alpha / beta): -7.961 / -7.047 eV
DFT total energy: -961.98554 Ha
Strongest force on any atom: 0.10588 Eh/bohr
LUMO level (alpha / beta): -1.01 / -1.47 eV
Energy above the lowest of the compared OMol25 structures with the same formula, charge and spin: 434.63 kJ/mol

Geometry as ORCA input:
```
! RIJCOSX wB97M-V def2-TZVPD def2/J DEFGRID3
* xyz 0 1
C -3.1147 -1.0899 0.7592
C -3.5691 1.2727 -1.4223
H -2.8817 -1.7524 -0.0800
H -4.0368 -0.5077 0.4584
H -2.9132 -1.1009 1.8141
H -2.9149 1.4902 -2.2688
H -4.0094 0.2198 -1.4471
H -4.1799 1.9956 -0.8574
C -0.5103 -2.4921 -0.2510
C 0.3664 -3.5778 -0.2422
C 1.6467 -3.3942 -0.7586
C 1.9788 -2.1363 -1.2554
H -1.5019 -2.6056 0.1760
H 0.0208 -4.5262 0.1731
H 2.3759 -4.2035 -0.7629
H 2.9780 -1.9301 -1.6304
N -0.2124 -1.2965 -0.7469
C 1.0230 -1.0942 -1.2393
C 1.3563 0.2580 -1.7386
N 0.4866 1.2480 -1.4713
C 0.7703 2.4692 -1.9079
C 2.8468 1.7847 -2.9117
C 1.9295 2.8013 -2.6363
H 0.0408 3.2385 -1.6607
H 2.0719 3.8289 -2.9535
C 2.5451 0.5039 -2.4635
H 3.2160 -0.3287 -2.6659
H 3.7705 1.9865 -3.4600
Hg -2.3263 0.7645 0.2651
C -1.5704 2.8574 0.2576
H -1.6905 3.2959 -0.7411
H -0.5246 3.0001 0.5818
H -2.2473 3.4272 0.9145
C 1.5794 0.5868 2.7089
C 0.5036 -0.4381 2.3814
C 0.2874 -1.3898 3.5609
O -0.6475 0.2046 2.0051
H 1.1950 1.2674 3.4755
H 1.8247 1.1679 1.8182
H 2.4952 0.1216 3.0837
H 0.8945 -1.0542 1.5471
H -0.1991 -0.8378 4.3715
H -0.3677 -2.2112 3.2641
H 1.2148 -1.8235 3.9565
*
```

Charges in e, computed with natural (NBO), in the same order as the atoms: -1.048, -0.792, 0.218, 0.179, 0.255, 0.233, 0.210, 0.226, 0.055, -0.252, -0.170, -0.229, 0.200, 0.223, 0.221, 0.212, -0.426, 0.168, 0.158, -0.409, 0.044, -0.173, -0.253, 0.200, 0.222, -0.227, 0.211, 0.222, 1.564, -1.043, 0.178, 0.224, 0.200, -0.619, 0.096, -0.625, -0.791, 0.202, 0.205, 0.194, 0.137, 0.203, 0.199, 0.198

=====

Which formula does entry 3 have?
C16H24F5N2O3PV

=====

Please write out number 2 again, unchanged.
Here is 9 unconnected molecules or ions with the total composition C16H24Cl9N5O3 at a distorted geometry from the OMol25 dataset. Energies are from ωB97M-V/def2-TZVPD.

## Properties
HOMO level: -10.357 eV
DFT total energy: -5265.23321 Ha
Strongest force on any atom: 0.02723 Eh/bohr
LUMO level: 0.08 eV
Energy above the lowest of the compared OMol25 structures with the same formula, charge and spin: 0.00 kJ/mol

Geometry as ORCA input:
```
! RIJCOSX wB97M-V def2-TZVPD def2/J DEFGRID3
* xyz 0 1
C 2.1941 1.1851 -1.5058
O 2.1995 0.3157 -0.3824
C 1.0255 -0.1573 0.0491
O -0.0391 -0.0335 -0.5168
O 1.2653 -0.7910 1.1693
C 0.2009 -1.2687 2.0024
H 1.5283 2.0343 -1.3518
H 2.0377 0.6815 -2.4592
H 3.2080 1.5812 -1.5487
H 0.5321 -2.0064 2.7281
H -0.5740 -1.7377 1.3969
H -0.2253 -0.4048 2.5045
Cl -4.2614 0.6726 5.0367
C -3.0961 0.4412 3.7577
Cl -2.7165 -1.2609 3.5219
Cl -1.6085 1.3067 4.1808
H -3.4289 0.7852 2.7842
Cl -0.9861 -3.9476 -2.8449
C -1.9816 -2.6776 -2.1354
Cl -1.9056 -2.7232 -0.3855
Cl -3.6634 -2.8172 -2.6947
H -1.6396 -1.7370 -2.5514
Cl 5.5381 -0.6955 3.1387
C 3.7694 -0.9588 3.4414
Cl 3.0281 0.5092 4.0908
Cl 3.5540 -2.2715 4.5700
H 3.3564 -1.1371 2.4558
C -3.2964 0.3638 -0.6830
C -3.5670 1.3850 0.3256
N -3.7622 2.2052 1.1023
H -3.2920 -0.6479 -0.2889
H -2.3670 0.5971 -1.1962
H -4.1163 0.3458 -1.4048
C -1.8202 -4.7616 5.4243
C -0.6107 -4.0516 5.0092
N 0.3523 -3.5115 4.6902
H -1.7155 -5.7655 5.0150
H -2.7193 -4.2712 5.0609
H -1.8163 -4.7615 6.5134
C -0.0469 3.1273 1.0996
C 1.3711 3.3395 1.4361
N 2.4850 3.5171 1.6651
H -0.5327 2.4161 1.7689
H -0.2285 2.7322 0.1016
H -0.5429 4.0861 1.2458
C -0.3792 1.9776 -4.3283
C -1.1639 2.6882 -3.3225
N -1.7556 3.2307 -2.4986
H 0.5998 2.4545 -4.3378
H -0.8936 2.1999 -5.2663
H -0.3308 0.9058 -4.1674
C 3.8751 1.3639 -7.3623
C 3.6323 0.9341 -5.9918
N 3.4728 0.6317 -4.8966
H 4.3915 0.5762 -7.9115
H 4.5275 2.2347 -7.3794
H 2.9381 1.5715 -7.8744
*
```

Charges in e, computed with natural (NBO), in the same order as the atoms: -0.260, -0.490, 1.003, -0.691, -0.504, -0.273, 0.183, 0.197, 0.210, 0.232, 0.187, 0.194, 0.038, -0.290, -0.013, 0.007, 0.259, 0.028, -0.285, 0.040, 0.000, 0.231, -0.027, -0.275, 0.017, 0.043, 0.243, -0.744, 0.324, -0.374, 0.261, 0.276, 0.254, -0.718, 0.302, -0.352, 0.255, 0.257, 0.258, -0.735, 0.287, -0.340, 0.259, 0.262, 0.262, -0.721, 0.295, -0.345, 0.261, 0.252, 0.259, -0.724, 0.299, -0.347, 0.258, 0.260, 0.254